Entry 1:
The ion CH4N2O3P with charge -1 in a non-equilibrium geometry. Source: OMol25; level of theory: wB97M-V/def2-TZVPD.

The total charge is -1. For the orbital gap, the calculation gives 8.9 eV. For the max |F|, the calculation gives 0.069 hartree/bohr. The HOMO energy comes out at -4.84 eV. The LUMO energy comes out at 4.09 eV. The value obtained for the energy above the lowest of the compared OMol25 structures with the same formula, charge and spin is 2.679 eV.

Atoms and positions in Å:
C -0.92 1.20 0.15
N 0.12 1.83 0.60
N 0.91 -0.93 1.18
O 0.73 -0.71 -1.66
O -2.02 1.45 -0.40
O -1.35 -1.81 0.24
P -0.43 -0.68 0.16
H -0.02 2.90 0.30
H 0.25 -1.39 -2.11
H 1.39 -0.15 0.87
H 1.33 -1.69 0.67

Here are the Löwdin charges for atoms 1 to 6, given in e: number 1, C, carries -0.787; number 2, N, carries -0.024; number 3, N, carries -0.097; number 4, O, carries -0.349; number 5, O, carries -0.119; number 6, O, carries -0.365

---

Entry 2:
A cluster of 18 separate species, C72H180O36 in total in a non-equilibrium geometry. Source: OMol25; level of theory: wB97M-V/def2-TZVPD.

For the orbital gap, the calculation gives 9.6 eV. For the max |F|, the calculation gives 0.066 hartree/bohr. The HOMO energy comes out at -9.15 eV. The LUMO energy comes out at 0.41 eV. The value obtained for the energy above the lowest of the compared OMol25 structures with the same formula, charge and spin is 3.678 eV.

Atoms and positions in Å:
C -2.97 4.72 -2.86
O -3.24 3.94 -4.04
C -4.46 3.16 -4.09
C -4.24 1.78 -3.47
O -3.67 1.74 -2.23
C -2.44 1.04 -2.14
H -3.74 5.40 -2.51
H -2.21 5.45 -3.14
H -2.53 4.16 -2.04
H -4.88 3.12 -5.10
H -5.26 3.73 -3.61
H -3.84 1.07 -4.19
H -5.25 1.39 -3.29
H -2.75 0.01 -2.31
H -2.07 1.10 -1.12
H -1.74 1.44 -2.88
C 2.17 4.34 -0.47
O 0.77 4.28 -0.41
C 0.45 3.75 0.85
C -1.11 3.78 0.82
O -1.57 5.07 1.16
C -2.96 5.30 1.24
H 2.65 4.54 0.49
H 2.54 4.98 -1.26
H 2.58 3.38 -0.78
H 0.91 4.21 1.73
H 0.66 2.68 0.87
H -1.47 3.09 1.58
H -1.35 3.44 -0.19
H -3.46 5.27 0.27
H -3.26 6.26 1.65
H -3.41 4.52 1.86
C 1.32 -7.11 -0.10
O 2.50 -6.32 0.12
C 2.44 -5.11 0.92
C 1.84 -5.39 2.34
O 2.04 -6.72 2.87
C 3.46 -7.00 2.94
H 1.41 -8.07 0.41
H 1.34 -7.29 -1.17
H 0.39 -6.78 0.35
H 1.93 -4.32 0.37
H 3.47 -4.75 1.03
H 0.76 -5.29 2.40
H 2.27 -4.84 3.18
H 3.89 -7.21 1.96
H 3.47 -7.91 3.54
H 4.07 -6.22 3.39
C -2.29 -8.20 10.89
O -2.02 -7.07 10.12
C -2.35 -7.11 8.74
C -1.43 -6.09 8.05
O -1.51 -6.12 6.67
C -0.37 -5.32 6.14
H -1.89 -7.96 11.87
H -2.04 -9.24 10.65
H -3.35 -8.16 11.12
H -3.33 -6.65 8.86
H -2.36 -8.02 8.14
H -0.42 -6.37 8.36
H -1.59 -5.05 8.33
H -0.39 -5.31 5.05
H 0.56 -5.76 6.49
H -0.43 -4.27 6.41
C -2.24 -1.24 6.16
O -2.19 -2.12 7.22
C -3.27 -1.83 8.10
C -3.15 -2.67 9.37
O -2.19 -2.35 10.36
C -2.24 -1.03 10.85
H -1.81 -0.28 6.45
H -3.28 -1.11 5.85
H -1.58 -1.58 5.36
H -4.24 -2.08 7.66
H -3.39 -0.78 8.36
H -3.14 -3.72 9.10
H -4.18 -2.64 9.74
H -1.57 -0.86 11.69
H -3.18 -0.54 11.15
H -1.92 -0.28 10.13
C -1.26 -4.65 -1.82
O 0.07 -4.33 -2.35
C 0.06 -3.05 -3.03
C 1.38 -2.81 -3.78
O 1.74 -3.86 -4.65
C 2.97 -3.75 -5.30
H -1.97 -4.59 -2.65
H -1.55 -4.06 -0.95
H -1.28 -5.68 -1.49
H -0.23 -2.22 -2.39
H -0.80 -3.19 -3.69
H 2.22 -2.70 -3.09
H 1.36 -1.88 -4.35
H 3.09 -4.48 -6.10
H 3.73 -3.95 -4.54
H 3.16 -2.75 -5.69
C 6.83 1.65 4.69
O 5.85 0.58 4.40
C 5.63 0.32 2.97
C 4.49 -0.66 2.58
O 4.78 -1.93 3.12
C 4.43 -2.13 4.49
H 6.80 2.10 5.69
H 6.64 2.50 4.03
H 7.83 1.30 4.45
H 6.62 -0.01 2.66
H 5.57 1.30 2.49
H 4.50 -0.74 1.50
H 3.53 -0.21 2.84
H 5.05 -1.73 5.28
H 4.14 -3.14 4.78
H 3.57 -1.54 4.80
C -5.37 1.16 1.99
O -5.61 1.93 0.83
C -6.68 1.42 0.04
C -6.26 0.16 -0.68
O -6.85 -0.87 0.13
C -6.19 -2.12 -0.18
H -6.19 1.26 2.71
H -4.46 1.50 2.47
H -5.37 0.08 1.82
H -7.13 2.15 -0.63
H -7.53 1.23 0.70
H -5.17 0.16 -0.61
H -6.52 0.13 -1.73
H -5.17 -1.99 0.16
H -6.15 -2.27 -1.26
H -6.70 -2.90 0.39
C 4.32 1.53 7.37
O 3.26 2.42 6.97
C 3.74 3.72 6.67
C 2.74 4.57 5.79
O 2.44 4.21 4.44
C 1.77 2.96 4.24
H 5.17 2.01 7.84
H 4.68 0.75 6.69
H 3.76 0.97 8.12
H 4.69 3.55 6.17
H 4.06 4.17 7.62
H 3.21 5.54 5.89
H 1.81 4.46 6.35
H 1.90 2.72 3.18
H 0.69 2.98 4.39
H 2.31 2.18 4.79
C 1.42 1.07 -3.17
O 0.69 0.15 -2.43
C 1.28 -0.19 -1.18
C 0.31 -0.78 -0.10
O 0.44 -0.23 1.20
C -0.65 -0.67 2.09
H 1.39 2.09 -2.77
H 1.03 1.05 -4.19
H 2.45 0.71 -3.24
H 1.69 0.68 -0.67
H 1.97 -1.03 -1.27
H 0.36 -1.87 -0.12
H -0.63 -0.60 -0.61
H -0.44 -0.30 3.10
H -0.91 -1.72 2.21
H -1.56 -0.17 1.78
C 6.95 4.30 -4.37
O 7.21 5.30 -5.28
C 6.79 5.15 -6.67
C 7.61 4.21 -7.47
O 9.02 4.72 -7.45
C 9.85 4.06 -8.42
H 5.87 4.15 -4.30
H 7.27 4.59 -3.37
H 7.33 3.31 -4.61
H 7.12 6.13 -7.01
H 5.70 5.15 -6.71
H 7.21 4.06 -8.47
H 7.67 3.27 -6.92
H 9.56 4.42 -9.40
H 9.76 2.98 -8.32
H 10.94 4.15 -8.50
C -6.23 1.97 -9.75
O -5.41 3.07 -9.78
C -3.99 2.81 -9.88
C -3.36 2.17 -8.65
O -3.55 0.79 -8.52
C -2.75 0.19 -7.49
H -7.23 2.36 -9.58
H -6.01 1.22 -9.00
H -6.30 1.42 -10.68
H -3.57 3.80 -10.02
H -3.85 2.21 -10.78
H -3.80 2.54 -7.73
H -2.29 2.39 -8.60
H -2.64 -0.86 -7.76
H -3.28 0.07 -6.54
H -1.73 0.56 -7.45
C 4.69 2.06 -7.21
O 5.18 0.72 -7.31
C 4.16 -0.18 -6.92
C 3.11 -0.44 -8.01
O 2.08 -1.39 -7.51
C 0.95 -0.73 -7.00
H 5.47 2.70 -7.62
H 4.40 2.36 -6.20
H 3.85 2.19 -7.89
H 3.68 0.14 -6.00
H 4.52 -1.19 -6.71
H 3.63 -0.86 -8.87
H 2.76 0.48 -8.48
H 0.31 -0.23 -7.73
H 1.35 0.09 -6.41
H 0.30 -1.40 -6.43
C -0.66 1.99 8.26
O -2.06 2.11 8.54
C -2.55 3.42 8.13
C -2.22 4.56 9.08
O -2.93 5.70 8.72
C -2.61 6.75 9.66
H -0.28 1.12 8.80
H -0.01 2.78 8.65
H -0.46 1.80 7.21
H -3.63 3.37 8.08
H -2.17 3.49 7.10
H -1.15 4.77 9.11
H -2.51 4.21 10.07
H -1.56 7.03 9.64
H -2.96 6.51 10.66
H -3.16 7.63 9.32
C -6.06 -5.05 -2.05
O -5.95 -3.97 -3.02
C -5.75 -4.47 -4.27
C -5.56 -3.33 -5.32
O -4.53 -2.39 -5.13
C -3.24 -2.89 -4.84
H -6.28 -4.58 -1.09
H -5.19 -5.69 -2.02
H -6.85 -5.78 -2.25
H -6.54 -5.17 -4.53
H -4.78 -4.97 -4.21
H -6.44 -2.72 -5.49
H -5.39 -3.72 -6.33
H -3.16 -2.78 -3.76
H -2.55 -2.20 -5.34
H -3.00 -3.87 -5.24
C 2.71 7.03 -4.84
O 2.26 5.86 -5.43
C 1.36 5.19 -4.54
C 0.37 4.21 -5.26
O 1.06 3.40 -6.17
C 0.20 2.75 -7.06
H 3.18 6.78 -3.89
H 1.90 7.75 -4.76
H 3.53 7.30 -5.50
H 0.76 5.80 -3.87
H 1.93 4.56 -3.86
H -0.31 4.87 -5.80
H -0.21 3.62 -4.55
H -0.62 3.37 -7.45
H -0.33 1.92 -6.60
H 0.66 2.32 -7.95
C -4.65 -2.94 3.58
O -4.52 -3.30 2.28
C -4.38 -4.61 1.92
C -5.76 -5.36 2.16
O -6.08 -5.43 3.49
C -7.43 -5.75 3.79
H -4.15 -1.99 3.77
H -4.27 -3.74 4.22
H -5.67 -2.71 3.89
H -3.54 -5.09 2.43
H -4.10 -4.58 0.86
H -5.74 -6.34 1.69
H -6.61 -4.98 1.60
H -7.60 -6.76 3.43
H -8.12 -5.01 3.39
H -7.62 -5.76 4.87
C 5.36 0.65 -2.94
O 4.59 1.00 -1.81
C 5.15 2.04 -1.01
C 6.68 1.77 -0.79
O 7.49 2.02 -2.01
C 8.90 1.99 -1.60
H 5.74 1.52 -3.48
H 4.72 0.08 -3.62
H 6.24 0.03 -2.77
H 4.59 2.09 -0.08
H 5.00 2.97 -1.57
H 6.76 0.77 -0.36
H 6.94 2.50 -0.03
H 9.23 1.01 -1.26
H 9.16 2.76 -0.88
H 9.49 2.15 -2.51

Here are the Löwdin charges for atoms 1 to 6, given in e: number 1, C, carries -0.095; number 2, O, carries -0.195; number 3, C, carries -0.146; number 4, C, carries -0.241; number 5, O, carries -0.189; number 6, C, carries -0.069

---

The highest orbital gap belongs to which entry?
C72H180O36